{
  "formula": "C32H51InN2OP3",
  "method": "ωB97M-V/def2-TZVPD",
  "species": ["C", "C", "C", "C", "C", "C", "C", "C", "C", "C", "C", "C", "C", "H", "H", "H", "H", "H", "H", "H", "N", "In", "C", "H", "H", "C", "H", "H", "P", "P", "C", "H", "H", "H", "C", "H", "H", "H", "C", "H", "H", "H", "C", "H", "H", "H", "C", "O", "H", "C", "C", "C", "C", "P", "N", "C", "C", "C", "C", "C", "C", "C", "C", "H", "H", "H", "H", "H", "H", "H", "H", "H", "H", "H", "H", "H", "H", "H", "H", "H", "H", "H", "H", "H", "H", "H", "H", "H", "H", "H"],
  "xyz": [[1.029, 1.629, -4.601], [0.978, 1.637, -3.216], [-0.260, 1.973, -2.594], [-1.427, 2.152, -3.360], [-1.343, 2.107, -4.755], [-0.111, 1.881, -5.378], [-2.720, 2.235, -2.609], [-2.535, 2.977, -1.319], [-1.331, 2.761, -0.627], [-1.132, 3.280, 0.683], [-2.127, 4.110, 1.224], [-3.300, 4.382, 0.500], [-3.514, 3.799, -0.745], [1.980, 1.407, -5.103], [-2.248, 2.254, -5.344], [-0.047, 1.890, -6.469], [-3.522, 2.672, -3.209], [-1.984, 4.539, 2.210], [-4.060, 5.051, 0.928], [-4.435, 3.977, -1.297], [-0.355, 1.987, -1.218], [-0.226, -0.244, -0.356], [2.174, 1.317, -2.344], [2.316, 2.096, -1.581], [3.082, 1.215, -2.954], [0.160, 2.968, 1.402], [1.012, 3.265, 0.768], [0.200, 3.494, 2.367], [2.071, -0.273, -1.399], [0.467, 1.178, 1.784], [-0.503, 0.921, 3.298], [-0.305, -0.081, 3.696], [-0.209, 1.673, 4.046], [-1.573, 1.021, 3.074], [2.192, 1.212, 2.385], [2.244, 1.805, 3.311], [2.535, 0.195, 2.599], [2.855, 1.663, 1.636], [1.941, -1.515, -2.721], [2.718, -1.333, -3.475], [2.055, -2.527, -2.308], [0.952, -1.422, -3.192], [3.658, -0.561, -0.569], [3.580, -1.444, 0.081], [4.432, -0.745, -1.326], [3.947, 0.307, 0.041], [0.655, -1.788, 1.560], [0.603, -2.726, 2.221], [-3.024, 1.193, -2.366], [-2.406, -1.583, -4.398], [-3.403, -2.148, -3.377], [-4.567, -1.148, -3.342], [-3.972, -3.501, -3.817], [-2.469, -2.376, -1.699], [-1.567, -1.072, -1.674], [-3.602, -2.305, -0.055], [-3.645, -3.679, 0.612], [-3.059, -1.286, 0.967], [-5.017, -1.867, -0.408], [-1.370, -4.000, -1.894], [-0.646, -4.048, -3.257], [-0.258, -4.013, -0.835], [-2.185, -5.291, -1.728], [-2.916, -1.447, -5.363], [-1.533, -2.212, -4.573], [-2.045, -0.607, -4.055], [-4.891, -0.982, -4.382], [-5.445, -1.514, -2.804], [-4.256, -0.175, -2.938], [-3.194, -4.226, -4.071], [-4.634, -3.926, -3.048], [-4.571, -3.363, -4.728], [-2.654, -3.999, 0.958], [-4.285, -3.630, 1.506], [-4.085, -4.434, -0.046], [-3.003, -0.273, 0.536], [-3.758, -1.237, 1.821], [-2.083, -1.582, 1.385], [-5.023, -0.848, -0.809], [-5.506, -2.567, -1.093], [-5.630, -1.842, 0.504], [-0.010, -3.167, -3.422], [0.020, -4.928, -3.253], [-1.317, -4.185, -4.110], [-0.626, -4.079, 0.197], [0.360, -4.913, -1.007], [0.421, -3.151, -0.930], [-2.503, -5.448, -0.697], [-3.055, -5.335, -2.381], [-1.544, -6.144, -1.989]],
  "forces_ev_per_a": [[0.116, -0.213, -0.582], [-0.831, 0.126, 0.579], [-0.326, -0.626, -0.329], [0.623, -0.073, -0.932], [0.346, 0.187, 0.414], [-0.045, -0.003, 0.092], [-0.240, -0.247, 0.120], [-0.374, 0.673, 0.802], [-0.609, -0.062, 0.199], [-0.582, -0.053, -0.511], [-0.069, -0.444, -0.509], [0.014, 0.188, 0.495], [0.538, -0.225, -0.272], [-0.388, 0.120, 0.191], [0.204, -0.043, 0.039], [0.043, -0.065, 0.401], [0.096, 0.005, -0.007], [-0.022, 0.032, -0.054], [0.408, -0.378, -0.187], [0.101, 0.035, 0.165], [1.583, -1.277, 1.165], [-0.990, 1.777, -1.397], [0.235, -0.013, 0.113], [0.028, -0.050, -0.200], [-0.084, 0.209, 0.072], [0.062, -0.047, -0.062], [-0.190, 0.018, 0.214], [0.115, -0.004, -0.272], [-0.271, 0.070, -1.033], [-0.826, 1.324, -0.163], [0.058, -0.113, 0.159], [-0.152, 0.185, 0.058], [-0.141, -0.266, -0.161], [0.239, -0.021, 0.052], [0.080, -0.223, -0.086], [-0.049, -0.151, -0.271], [0.061, 0.150, 0.025], [-0.220, -0.109, 0.172], [0.301, -0.085, -0.096], [-0.151, -0.118, 0.147], [-0.021, 0.258, -0.173], [0.258, 0.087, 0.190], [0.222, 0.031, 0.047], [0.047, 0.224, -0.169], [-0.134, 0.072, 0.220], [-0.096, -0.268, -0.198], [0.073, -3.752, 2.060], [0.171, 2.671, -1.621], [0.179, 0.398, -0.032], [0.258, 0.184, 0.005], [-0.237, -0.609, 0.358], [-0.150, 0.245, 0.011], [-0.170, -0.053, -0.345], [0.656, 1.094, 0.001], [1.093, 0.230, 0.928], [0.336, -0.651, -0.359], [-0.342, -0.063, 0.330], [0.054, 0.097, -0.252], [-0.260, 0.075, 0.171], [-0.592, 0.084, 0.316], [0.145, -0.017, -0.062], [0.165, -0.046, 0.127], [0.178, -0.363, 0.041], [0.009, -0.086, 0.249], [-0.188, 0.115, 0.022], [-0.048, -0.148, -0.130], [0.191, -0.038, 0.252], [0.272, 0.128, -0.170], [-0.181, -0.318, -0.056], [-0.282, 0.124, 0.114], [0.129, 0.029, -0.210], [0.054, 0.035, 0.189], [-0.201, -0.051, -0.178], [0.111, 0.057, -0.169], [0.144, 0.138, 0.186], [0.062, -0.308, 0.122], [0.174, -0.117, -0.325], [-0.174, 0.060, -0.148], [-0.073, -0.288, -0.054], [0.087, 0.214, 0.058], [0.192, -0.086, -0.064], [-0.380, -0.304, 0.017], [-0.207, 0.252, 0.118], [0.219, 0.115, 0.241], [-0.007, 0.105, -0.253], [-0.228, 0.284, 0.085], [-0.282, -0.112, 0.042], [0.079, 0.000, -0.236], [0.074, -0.036, 0.161], [-0.071, 0.117, -0.004]],
  "charge": 1,
  "multiplicity": 1,
  "homo_lumo_gap_ev": 5.4,
  "largest_force_ev_per_a": 4.28,
  "relative_energy_kcal_mol": 0.00
}



{
  "formula": "C11H20F2N2P",
  "method": "ωB97M-V/def2-TZVPD",
  "species": ["N", "P", "N", "C", "C", "C", "F", "C", "C", "F", "H", "H", "H", "H", "H", "H", "C", "C", "C", "C", "C", "C", "H", "H", "H", "H", "H", "H", "H", "H", "H", "H", "H", "H", "H", "H"],
  "xyz": [[1.630, 3.221, -0.085], [1.525, 1.782, -0.772], [1.885, 1.769, -2.522], [1.063, 2.548, -3.422], [1.246, 2.583, -4.956], [2.384, 1.717, -5.564], [2.620, 1.658, -6.965], [3.297, 0.888, -4.601], [2.974, 0.952, -3.065], [3.810, 0.152, -2.242], [2.329, 3.144, 0.674], [0.168, 1.283, -0.644], [2.479, 0.922, -0.115], [0.208, 3.171, -2.973], [0.541, 3.223, -5.593], [4.163, 0.247, -4.980], [0.645, -0.658, 2.863], [-0.195, -1.199, 1.713], [-1.585, -0.566, 1.632], [-2.486, -0.811, 2.845], [-2.739, -2.282, 3.179], [-3.463, -3.034, 2.071], [0.186, -0.868, 3.831], [1.635, -1.122, 2.858], [0.778, 0.425, 2.772], [-0.273, -2.287, 1.795], [0.334, -0.997, 0.773], [-2.084, -0.928, 0.726], [-1.475, 0.518, 1.499], [-3.447, -0.318, 2.667], [-2.056, -0.319, 3.724], [-3.347, -2.331, 4.089], [-1.798, -2.789, 3.414], [-4.430, -2.572, 1.855], [-3.642, -4.069, 2.372], [-2.877, -3.056, 1.148]],
  "forces_ev_per_a": [[-0.024, -2.068, -0.828], [-0.031, 2.414, 4.013], [1.506, -1.404, -3.761], [1.262, -0.726, -3.150], [1.955, -1.964, 2.420], [0.111, -0.235, 2.113], [-0.826, 0.253, 4.638], [-2.884, 2.040, 1.563], [0.420, 0.069, -3.381], [-3.030, 2.788, -1.981], [-0.242, 0.423, -0.714], [1.076, -0.100, -0.967], [-0.790, -0.309, -1.214], [1.620, -1.137, -0.474], [1.276, -1.143, 1.090], [-1.450, 1.039, 0.708], [0.152, -0.138, -0.045], [-0.073, 0.152, 0.089], [-0.055, -0.069, -0.180], [0.051, 0.049, 0.179], [-0.104, 0.087, -0.006], [0.032, -0.163, 0.020], [0.049, 0.065, -0.065], [-0.035, 0.063, 0.086], [-0.046, -0.007, 0.091], [-0.021, 0.058, -0.062], [-0.007, -0.110, -0.066], [-0.012, -0.001, 0.055], [0.013, 0.001, 0.036], [0.049, -0.030, 0.001], [-0.019, 0.003, -0.079], [0.116, 0.028, -0.052], [-0.005, 0.036, 0.021], [0.067, -0.029, -0.028], [-0.032, 0.077, -0.096], [-0.070, -0.013, 0.029]],
  "charge": 1,
  "multiplicity": 1,
  "homo_lumo_gap_ev": 7.3,
  "largest_force_ev_per_a": 4.72,
  "relative_energy_kcal_mol": 102.90
}



{
  "formula": "C49H63N4O3S4ScSiTe",
  "method": "ωB97M-V/def2-TZVPD",
  "species": ["Sc", "C", "C", "C", "C", "N", "C", "C", "C", "C", "C", "C", "N", "C", "C", "C", "C", "C", "N", "H", "H", "H", "H", "H", "H", "H", "H", "H", "H", "H", "S", "C", "C", "C", "C", "C", "C", "S", "H", "H", "H", "H", "C", "C", "C", "C", "O", "Si", "S", "O", "C", "C", "C", "C", "O", "C", "C", "C", "C", "H", "H", "H", "H", "H", "H", "H", "H", "H", "H", "H", "H", "H", "H", "H", "H", "H", "H", "H", "H", "H", "H", "H", "H", "H", "H", "H", "Te", "C", "C", "C", "C", "S", "H", "H", "H", "C", "C", "C", "C", "C", "C", "C", "C", "N", "C", "C", "C", "C", "H", "H", "H", "H", "H", "H", "H", "H", "H", "H", "H", "H", "H", "H", "H", "H", "H", "H"],
  "xyz": [[-0.405, 0.446, -0.727], [2.671, 2.838, -3.369], [2.747, 4.100, -2.809], [2.103, 4.334, -1.610], [1.363, 3.300, -1.047], [1.301, 2.073, -1.570], [1.952, 1.853, -2.713], [0.632, 3.454, 0.238], [0.847, 4.560, 1.059], [0.229, 4.613, 2.285], [-0.548, 3.542, 2.689], [-0.691, 2.459, 1.837], [-0.136, 2.426, 0.615], [-1.332, 1.209, 2.312], [-2.077, 1.138, 3.492], [-2.468, -0.106, 3.937], [-2.096, -1.234, 3.219], [-1.387, -1.067, 2.045], [-1.041, 0.135, 1.593], [3.149, 2.602, -4.310], [3.289, 4.899, -3.298], [2.145, 5.309, -1.151], [1.891, 0.844, -3.092], [1.483, 5.365, 0.730], [0.372, 5.465, 2.937], [-1.001, 3.521, 3.669], [-2.356, 2.033, 4.028], [-3.063, -0.198, 4.838], [-2.366, -2.229, 3.548], [-1.063, -1.904, 1.445], [0.837, -1.192, -2.174], [0.243, -0.988, -3.826], [0.697, -1.870, -4.811], [0.295, -1.762, -6.132], [-0.584, -0.744, -6.490], [-1.037, 0.143, -5.529], [-0.637, 0.054, -4.188], [-1.283, 1.206, -3.045], [1.379, -2.660, -4.515], [0.663, -2.463, -6.872], [-0.920, -0.642, -7.517], [-1.726, 0.935, -5.799], [3.537, -4.032, -2.064], [3.007, -4.027, -0.632], [1.556, -4.499, -0.621], [3.876, -4.910, 0.263], [3.095, -2.675, -0.209], [2.775, -1.857, 1.174], [1.834, -0.073, 0.891], [1.982, -2.953, 2.146], [1.860, -3.027, 3.562], [1.701, -1.643, 4.188], [3.087, -3.735, 4.137], [0.611, -3.867, 3.822], [4.213, -1.648, 1.993], [5.387, -0.919, 1.653], [5.482, 0.249, 2.632], [5.374, -0.400, 0.216], [6.563, -1.876, 1.842], [3.436, -5.023, -2.515], [4.591, -3.744, -2.075], [2.973, -3.307, -2.653], [1.503, -5.543, -0.943], [0.962, -3.886, -1.302], [1.133, -4.417, 0.379], [3.862, -5.945, -0.089], [3.513, -4.884, 1.291], [4.908, -4.552, 0.252], [2.641, -1.089, 4.156], [1.384, -1.739, 5.231], [0.959, -1.059, 3.642], [3.994, -3.238, 3.795], [3.113, -4.778, 3.810], [3.060, -3.717, 5.231], [-0.277, -3.344, 3.463], [0.489, -4.070, 4.890], [0.692, -4.816, 3.288], [4.621, 0.906, 2.498], [6.397, 0.827, 2.473], [5.476, -0.126, 3.658], [4.563, 0.310, 0.061], [5.234, -1.222, -0.488], [6.328, 0.090, 0.000], [6.565, -2.270, 2.862], [7.515, -1.372, 1.656], [6.472, -2.716, 1.151], [-0.851, 5.817, -2.138], [-2.704, 6.613, -2.723], [-3.682, 6.030, -3.490], [-4.819, 6.858, -3.697], [-4.713, 8.072, -3.086], [-3.213, 8.187, -2.256], [-3.578, 5.026, -3.881], [-5.685, 6.555, -4.275], [-5.432, 8.878, -3.083], [-6.067, 0.551, 2.691], [-5.053, 0.966, 1.654], [-4.823, 2.313, 1.394], [-3.879, 2.672, 0.435], [-3.623, 4.122, 0.131], [-3.174, 1.679, -0.231], [-3.352, 0.291, 0.011], [-4.343, -0.013, 0.983], [-2.495, -0.585, -0.596], [-2.951, -1.903, -1.103], [-4.354, -2.369, -0.677], [-2.977, -1.835, -2.637], [-1.990, -3.025, -0.690], [-6.305, 1.374, 3.368], [-5.694, -0.285, 3.289], [-7.001, 0.222, 2.226], [-5.387, 3.080, 1.918], [-4.525, 4.718, 0.284], [-3.275, 4.269, -0.891], [-2.840, 4.531, 0.776], [-2.510, 1.991, -1.034], [-4.506, -1.034, 1.288], [-5.126, -1.630, -0.895], [-4.409, -2.634, 0.379], [-4.581, -3.274, -1.247], [-3.592, -0.998, -2.972], [-3.371, -2.767, -3.058], [-1.977, -1.681, -3.029], [-2.134, -3.305, 0.359], [-0.951, -2.738, -0.844], [-2.174, -3.921, -1.293]],
  "forces_ev_per_a": [[-0.248, -0.420, -0.116], [0.016, -0.140, -0.039], [0.018, 0.045, 0.062], [-0.008, -0.090, -0.076], [-0.110, -0.215, 0.333], [0.056, 0.231, -0.256], [0.029, 0.056, 0.123], [0.156, -0.118, 0.036], [-0.107, 0.002, -0.089], [-0.004, 0.016, 0.030], [-0.043, -0.069, -0.055], [-0.055, 0.107, 0.018], [0.080, 0.250, 0.182], [-0.011, 0.059, 0.035], [0.062, -0.088, -0.111], [-0.074, 0.040, 0.061], [-0.025, -0.103, -0.053], [0.037, 0.142, 0.080], [-0.064, 0.023, 0.144], [0.021, 0.020, 0.015], [-0.001, -0.006, -0.006], [-0.099, 0.032, -0.045], [-0.014, 0.020, -0.068], [-0.020, 0.024, -0.011], [-0.011, 0.008, -0.015], [0.024, 0.031, 0.001], [-0.024, -0.007, -0.009], [0.005, -0.011, -0.003], [0.009, 0.025, 0.023], [-0.026, -0.017, -0.020], [-0.085, -0.108, -0.156], [0.016, 0.051, 0.077], [0.031, -0.046, 0.001], [-0.025, 0.043, -0.043], [0.011, -0.049, -0.023], [-0.005, 0.035, 0.009], [0.048, 0.005, -0.061], [0.025, 0.078, -0.131], [-0.014, 0.010, 0.007], [-0.012, -0.001, 0.005], [0.012, -0.001, 0.007], [0.024, 0.003, 0.003], [0.009, -0.036, -0.011], [0.041, 0.025, -0.021], [-0.049, -0.033, -0.038], [-0.016, -0.024, 0.011], [-0.036, 0.016, 0.000], [0.080, -0.158, 0.152], [0.029, 0.250, -0.104], [0.043, -0.033, 0.041], [-0.051, 0.009, -0.060], [0.011, 0.048, 0.045], [-0.016, -0.021, 0.029], [-0.007, 0.016, -0.001], [0.073, -0.131, -0.086], [-0.044, 0.065, 0.039], [-0.003, 0.026, -0.012], [0.035, -0.039, -0.045], [-0.025, 0.003, 0.042], [0.013, 0.004, 0.015], [0.000, 0.008, -0.001], [-0.006, -0.006, 0.027], [-0.014, 0.005, -0.004], [0.063, -0.016, 0.027], [0.021, -0.004, 0.039], [0.001, 0.018, -0.012], [-0.021, 0.019, -0.008], [0.009, 0.013, -0.003], [0.003, -0.015, -0.042], [0.034, -0.004, -0.006], [-0.025, -0.033, 0.005], [-0.005, 0.033, -0.001], [0.006, 0.017, -0.021], [-0.019, -0.022, -0.016], [0.050, -0.020, -0.004], [0.009, 0.014, -0.011], [-0.003, 0.003, 0.007], [-0.005, -0.026, -0.006], [-0.009, -0.014, -0.010], [0.008, 0.000, -0.011], [-0.016, 0.006, 0.026], [0.011, -0.005, 0.017], [-0.023, 0.011, 0.000], [-0.002, 0.006, -0.010], [-0.018, 0.008, 0.007], [-0.013, -0.001, -0.006], [0.134, 0.115, -0.071], [-0.007, -0.100, -0.007], [0.037, 0.005, 0.064], [-0.073, 0.018, -0.010], [-0.069, -0.042, -0.048], [-0.015, 0.137, 0.045], [0.012, 0.030, -0.008], [0.011, 0.015, 0.010], [0.024, -0.006, 0.008], [-0.010, -0.007, 0.039], [-0.021, -0.032, 0.030], [0.031, 0.027, -0.037], [-0.002, 0.000, 0.090], [0.007, 0.044, -0.015], [0.033, 0.002, 0.035], [-0.086, 0.051, -0.120], [0.078, -0.025, 0.139], [0.202, -0.154, 0.154], [-0.033, 0.072, 0.046], [-0.056, -0.067, -0.099], [-0.027, -0.003, -0.015], [0.022, -0.037, 0.050], [0.012, 0.003, -0.016], [0.003, 0.010, -0.007], [0.004, 0.007, -0.009], [0.002, -0.010, -0.008], [0.017, 0.006, -0.006], [0.000, 0.009, -0.019], [0.006, -0.016, 0.003], [-0.037, -0.008, 0.001], [0.009, 0.078, 0.020], [0.033, 0.001, 0.001], [0.015, -0.049, -0.053], [-0.013, 0.005, -0.005], [-0.008, -0.004, 0.023], [0.010, 0.011, -0.007], [0.062, -0.007, -0.015], [-0.012, 0.012, -0.007], [0.003, 0.052, -0.028], [-0.018, 0.011, 0.005]],
  "charge": -2,
  "multiplicity": 1,
  "homo_lumo_gap_ev": 5.2,
  "largest_force_ev_per_a": 0.50,
  "relative_energy_kcal_mol": 0.00
}